Arrangement A

ORCA calculation (wB97M-V/def2-TZVPD) on a structure of composition C4H6O2S2.

Each line ends with the natural charge from an NBO analysis.
CARTESIAN COORDINATES (ANGSTROEM)
H  -0.972  2.110  -0.285  0.253
H  -0.365  -0.925  -1.324  0.236
H  -2.057  -1.735  0.438  0.228
O  1.569  2.897  0.299  -0.840
C  2.531  0.485  -0.003  -0.834
S  1.140  1.497  0.173  1.557
O  3.129  -2.002  -0.262  -0.869
H  -1.877  -0.169  1.320  0.211
H  -1.857  -0.043  -1.317  0.242
C  -0.426  1.208  -0.370  -0.473
S  2.087  -1.105  0.072  1.159
C  -1.404  -0.901  0.622  -0.610
C  -0.990  -0.171  -0.615  -0.474
H  -0.506  -1.144  1.252  0.212

Calculated values
- Charge: 0
- LUMO energy (alpha / beta): -0.0643 / -0.0642 hartree
- HOMO-LUMO gap (alpha / beta): 0.280 / 0.280 Eh



Arrangement B

ORCA calculation (wB97M-V/def2-TZVPD) on a cluster of 2 separate species, C4H6O2S2 in total.

Each line ends with the natural charge from an NBO analysis.
CARTESIAN COORDINATES (ANGSTROEM)
O  -1.360  -1.972  1.263  -0.923
C  0.985  -0.918  0.532  -0.389
H  1.185  -1.251  1.491  0.212
C  -2.307  2.177  -0.325  -0.621
H  -2.581  2.951  -1.089  0.265
H  -1.102  -3.028  -1.310  0.489
O  -0.324  -2.498  -1.101  -0.889
S  -0.818  -1.311  0.045  1.429
H  1.853  -0.514  -1.310  0.202
C  1.985  -0.615  -0.268  -0.340
H  -1.597  2.495  0.448  0.251
H  2.975  -0.646  0.063  0.205
C  -2.977  1.091  -0.096  -0.062
S  -3.806  -0.224  -0.111  0.172

Calculated values
- Charge: 0
- LUMO energy: -0.0081 hartree
- HOMO-LUMO gap: 0.312 Eh



Arrangement C

ORCA calculation (wB97M-V/def2-TZVPD) on a cluster of 2 separate species, C4H6O2S2 in total.

Each line ends with the natural charge from an NBO analysis.
CARTESIAN COORDINATES (ANGSTROEM)
H  -4.094  0.215  0.500  0.120
H  1.760  1.481  0.488  0.235
H  2.766  -0.567  -0.235  0.466
H  0.348  1.070  1.183  0.249
O  2.267  -0.392  -1.041  -0.667
S  -3.254  -0.715  0.871  0.061
H  1.699  -0.019  1.503  0.211
C  0.064  -1.283  -0.405  0.710
C  -2.038  0.125  -0.215  -0.506
C  0.996  -0.050  -0.529  -0.035
H  0.472  0.562  -1.224  0.245
O  0.051  -2.464  -0.565  -0.449
S  -2.198  1.451  -1.110  0.001
C  1.159  0.587  0.779  -0.641

Calculated values
- Charge: 0
- LUMO energy (alpha / beta): -0.0034 / -0.0140 hartree
- HOMO-LUMO gap (alpha / beta): 0.276 / 0.262 Eh



Stability summary: most stable arrangement B, least stable arrangement A.



Arrangement A

ORCA calculation (wB97M-V/def2-TZVPD) on a cluster of 5 separate species, H9O5 in total.

Each line ends with the natural charge from an NBO analysis.
CARTESIAN COORDINATES (ANGSTROEM)
O  -0.910  0.094  0.209  -1.264
O  -0.299  -2.398  -0.207  -1.014
H  -2.100  -0.287  -1.021  0.518
H  -1.473  0.631  0.780  0.443
H  2.321  3.158  0.658  0.474
O  1.408  -0.029  1.403  -1.034
O  -2.957  -0.410  -1.512  -1.008
H  0.485  -0.132  0.990  0.512
H  -3.382  -1.135  -1.050  0.444
H  -0.823  -2.775  0.500  0.441
H  2.571  2.029  -0.388  0.494
O  2.849  2.901  -0.094  -0.968
H  1.840  -0.877  1.218  0.450
H  -0.496  -1.417  -0.059  0.511

Calculated values
- Charge: -1
- LUMO energy: 0.1551 hartree
- HOMO-LUMO gap: 0.340 Eh



Arrangement B

ORCA calculation (wB97M-V/def2-TZVPD) on a cluster of 5 separate species, H9O5 in total.

Each line ends with the natural charge from an NBO analysis.
CARTESIAN COORDINATES (ANGSTROEM)
O  0.495  3.340  -1.804  -1.040
H  -3.967  -5.756  0.820  0.458
H  1.265  3.809  -1.472  0.436
O  -3.476  -5.592  1.643  -0.922
H  2.708  2.345  1.443  0.443
H  2.232  1.300  0.530  0.515
H  -0.568  -0.613  -1.637  0.426
H  -2.614  -5.792  1.250  0.464
O  3.078  1.594  0.962  -0.994
O  0.571  1.474  -0.125  -1.129
H  0.479  2.538  -1.129  0.503
H  -0.052  0.372  -0.463  0.491
H  0.134  1.697  0.704  0.440
O  -0.286  -0.716  -0.721  -1.090

Calculated values
- Charge: -1
- LUMO energy: 0.1048 hartree
- HOMO-LUMO gap: 0.292 Eh



Arrangement C

ORCA calculation (wB97M-V/def2-TZVPD) on a structure of composition H9O5.

Each line ends with the natural charge from an NBO analysis.
CARTESIAN COORDINATES (ANGSTROEM)
H  -1.601  0.752  -0.277  0.431
H  0.294  1.615  -0.652  0.506
H  -2.791  -0.493  2.058  0.440
O  1.033  1.985  -0.136  -0.992
O  2.013  -0.648  -2.071  -0.956
O  -0.028  -1.194  0.587  -1.144
H  0.887  -1.189  0.780  0.427
O  -1.913  -0.506  2.441  -0.983
H  1.870  -0.922  -1.147  0.471
O  -1.101  0.278  -0.952  -1.137
H  1.596  1.277  0.122  0.457
H  -1.409  -0.692  1.615  0.513
H  1.587  0.222  -2.078  0.479
H  -0.438  -0.484  -0.289  0.487

Calculated values
- Charge: -1
- LUMO energy: 0.1533 hartree
- HOMO-LUMO gap: 0.338 Eh



Stability summary: most stable arrangement A, least stable arrangement B.



Arrangement A

ORCA calculation (wB97M-V/def2-TZVPD) on a cluster of 7 separate species, H13O6S in total.

Each line ends with the natural charge from an NBO analysis.
CARTESIAN COORDINATES (ANGSTROEM)
H  -2.069  -1.427  -1.116  0.461
O  -1.202  2.282  0.348  -1.013
O  -2.146  -0.944  -0.286  -0.958
H  1.355  -3.119  -0.760  0.482
O  0.525  -3.178  -1.249  -0.967
H  -0.196  0.468  2.155  0.514
O  -1.191  0.473  2.114  -1.003
H  1.303  -1.943  1.891  0.105
H  -0.685  3.019  0.680  0.466
O  -1.113  1.747  -2.299  -0.991
H  1.461  0.414  -1.627  0.468
S  1.652  -0.736  1.493  -1.049
H  -0.858  1.909  -1.367  0.508
H  -1.859  -0.030  -0.569  0.495
H  -0.299  1.616  -2.789  0.460
O  2.095  1.077  -1.347  -0.972
H  -1.361  1.700  1.158  0.511
H  -1.315  -0.469  1.951  0.502
H  2.397  0.764  -0.483  0.500
H  0.100  -2.335  -1.036  0.480

Calculated values
- Charge: -1
- LUMO energy: 0.1272 hartree
- HOMO-LUMO gap: 0.273 Eh



Arrangement B

ORCA calculation (wB97M-V/def2-TZVPD) on a cluster of 7 separate species, H13O6S in total.

Each line ends with the natural charge from an NBO analysis.
CARTESIAN COORDINATES (ANGSTROEM)
H  0.035  -0.037  2.397  0.479
H  -2.273  -1.174  -1.094  0.476
H  0.523  0.376  -3.092  0.148
O  2.004  0.684  0.343  -0.999
O  -2.771  -1.155  -0.327  -0.941
H  0.619  2.163  2.690  0.464
H  -1.762  2.355  -0.496  0.469
H  1.636  -3.249  -1.920  0.450
H  0.255  -2.547  -1.611  0.498
O  -0.321  2.108  2.779  -0.959
H  2.774  0.146  0.366  0.463
H  0.842  -0.684  1.325  0.483
S  -0.154  -0.465  -2.082  -0.996
H  -2.365  -0.452  0.111  0.463
H  1.503  0.427  -0.521  0.508
O  -0.808  2.178  -0.273  -1.032
H  -0.428  2.382  1.853  0.496
O  0.462  -0.905  2.191  -0.980
H  -0.507  1.366  -0.815  0.508
O  0.738  -3.516  -1.827  -0.997

Calculated values
- Charge: -1
- LUMO energy: 0.1219 hartree
- HOMO-LUMO gap: 0.304 Eh



Stability summary: most stable arrangement A, least stable arrangement B.



Arrangement A

ORCA calculation (wB97M-V/def2-TZVPD) on an isolated molecule of C4H10NO2P.

Each line ends with the natural charge from an NBO analysis.
CARTESIAN COORDINATES (ANGSTROEM)
H  -0.444  -1.028  1.903  0.213
C  -0.483  -1.063  -0.782  -0.084
H  0.684  0.185  2.243  0.224
O  -0.837  1.118  0.131  -0.792
P  -1.932  0.963  -1.252  1.969
C  1.406  0.688  -0.505  -0.632
H  -1.042  -1.944  -0.196  0.180
H  1.257  0.851  -1.560  0.228
C  0.336  -0.441  1.495  -0.617
H  0.207  -1.705  -1.345  0.205
N  -1.620  2.067  -2.274  -1.260
C  0.165  0.062  0.039  0.207
O  -1.458  -0.515  -1.646  -0.794
H  -3.160  0.744  -0.588  -0.080
H  -2.333  2.751  -2.313  0.380
H  1.167  -1.100  1.496  0.202
H  2.341  0.078  -0.276  0.212
H  1.502  1.663  0.041  0.237

Calculated values
- Charge: 0
- LUMO energy: 0.0302 hartree
- SMILES: CC1(C)CO[P@H](=N)O1
- HOMO-LUMO gap: 0.380 Eh



Arrangement B

ORCA calculation (wB97M-V/def2-TZVPD) on a cluster of 2 separate species, C4H10NO2P in total.

Each line ends with the natural charge from an NBO analysis.
CARTESIAN COORDINATES (ANGSTROEM)
H  -3.028  0.558  -1.595  0.487
N  0.574  -0.305  -1.363  -0.600
H  2.603  0.392  0.578  0.209
H  0.319  -2.291  -1.011  0.188
H  1.844  -1.633  0.863  0.207
H  0.148  -0.267  -2.279  0.388
C  1.509  0.426  0.590  -0.426
C  0.810  0.912  -0.638  -0.240
O  -2.688  0.852  -0.790  -1.014
P  -2.534  -0.336  0.396  0.961
H  -0.300  1.242  -0.435  0.214
C  1.013  -1.011  0.838  -0.457
H  1.206  1.057  1.384  0.219
H  0.269  -1.264  1.723  0.230
C  0.296  -1.325  -0.490  -0.053
H  -1.918  0.911  2.044  0.496
H  1.418  1.689  -1.203  0.204
O  -1.542  0.392  1.387  -1.013

Calculated values
- Charge: 0
- LUMO energy (alpha / beta): 0.0207 / 0.0308 hartree
- HOMO-LUMO gap (alpha / beta): 0.238 / 0.273 Eh



Stability summary: most stable arrangement A, least stable arrangement B.